Entry 1:
A 2-piece molecular cluster, C10H14N3 overall in a non-equilibrium geometry, computed with ωB97M-V with the def2-TZVPD basis set.

Results
LUMO level (spin up / spin down) = -0.1450 / -0.1450 hartree
M = 176.2 g/mol
Frontier orbital gap (spin up / spin down) = 7.51 / 7.51 eV
ΔE to the lowest compared entry with this formula, charge and spin = 106.7 kcal/mol
DFT total energy = -553.32674 Ha

ORCA input file:
```
! RIJCOSX wB97M-V def2-TZVPD def2/J DEFGRID3
* xyz 1 1
C -3.758 1.878 -0.028
C -2.382 1.749 -0.065
C -4.325 0.605 0.045
C -2.078 0.388 -0.019
C -2.163 -2.289 0.085
C -0.921 -0.362 -0.047
C 2.008 0.164 1.442
C 1.915 1.169 -0.888
C 1.993 -1.354 -0.567
C 1.901 -0.005 -0.013
N -1.011 -1.707 0.003
N -3.335 -0.282 0.051
N -3.338 -1.632 0.110
H -4.318 2.792 -0.050
H -1.663 2.541 -0.123
H -5.360 0.326 0.088
H -2.218 -3.369 0.143
H 1.425 1.009 1.802
H 1.722 -0.739 1.976
H 3.053 0.376 1.694
H 2.958 1.410 -1.125
H 1.481 2.044 -0.409
H 1.420 0.973 -1.836
H 2.112 -1.354 -1.647
H 1.073 -1.911 -0.319
H 2.802 -1.925 -0.100
H -4.235 -2.103 0.158
*
```


Entry 2:
An isolated ion of composition C10H14N4 and charge +2 in a non-equilibrium geometry, computed with ωB97M-V with the def2-TZVPD basis set.

Results
LUMO level = -0.2785 hartree
M = 190.3 g/mol
Frontier orbital gap = 8.23 eV
ΔE to the lowest compared entry with this formula, charge and spin = 50.6 kcal/mol
DFT total energy = -607.73240 Ha

ORCA input file:
```
! RIJCOSX wB97M-V def2-TZVPD def2/J DEFGRID3
* xyz 2 1
C -1.445 -1.574 2.747
C 1.119 1.249 -2.944
C -1.995 -1.689 1.431
C 1.886 1.081 -1.760
C -0.245 -0.968 2.669
C -0.082 0.618 -2.717
C -1.110 -0.994 0.580
C 1.144 0.289 -0.877
C -1.235 -0.516 -0.796
C 1.572 -0.214 0.436
N -0.129 -0.549 1.412
N -0.026 -0.009 -1.444
N -2.181 0.681 -0.710
N 2.425 0.737 1.297
H -1.656 -1.982 3.700
H 1.331 1.690 -3.885
H -2.923 -2.228 1.257
H 2.777 1.666 -1.650
H 0.497 -0.963 3.352
H -1.069 0.529 -3.256
H -1.792 -1.379 -1.358
H 2.106 -1.224 0.344
H -2.116 0.981 0.246
H -3.113 0.425 -1.011
H -1.777 1.442 -1.285
H 2.336 1.777 0.981
H 3.422 0.574 0.965
H 2.279 0.550 2.275
*
```


Entry 3:
A 2-piece molecular cluster, C10H14NO overall in a non-equilibrium geometry, computed with ωB97M-V with the def2-TZVPD basis set.

Results
LUMO level = -0.1276 hartree
M = 164.2 g/mol
Frontier orbital gap = 8.47 eV
ΔE to the lowest compared entry with this formula, charge and spin = 105.2 kcal/mol
DFT total energy = -519.05186 Ha

ORCA input file:
```
! RIJCOSX wB97M-V def2-TZVPD def2/J DEFGRID3
* xyz 1 1
C 3.536 -1.858 0.636
C 2.228 -2.312 1.152
C 3.637 -0.722 -0.097
C 1.139 -1.670 0.777
C 2.519 0.149 -0.407
C 1.125 -0.445 0.061
C -2.378 0.911 0.824
C -2.161 1.084 2.087
C -2.148 2.200 -0.967
C -2.675 -0.157 -1.402
N -2.428 0.978 -0.420
O 0.079 0.155 -0.342
H 4.328 -2.565 0.873
H 2.122 -3.371 1.494
H 4.627 -0.270 -0.348
H 0.187 -2.160 0.910
H 2.521 0.022 -1.457
H 2.670 1.272 -0.284
H -2.913 1.413 2.798
H -1.216 0.803 2.490
H -3.213 2.515 -1.377
H -1.317 2.307 -1.728
H -1.929 2.940 -0.239
H -2.871 -1.158 -1.045
H -1.808 -0.205 -2.085
H -3.663 0.144 -1.907
*
```


Entry 4:
A 2-piece molecular cluster, C10H14NO3 overall in a non-equilibrium geometry, computed with ωB97M-V with the def2-TZVPD basis set.

Results
LUMO level = -0.1450 hartree
M = 196.2 g/mol
Frontier orbital gap = 9.36 eV
ΔE to the lowest compared entry with this formula, charge and spin = 67.6 kcal/mol
DFT total energy = -669.51246 Ha

ORCA input file:
```
! RIJCOSX wB97M-V def2-TZVPD def2/J DEFGRID3
* xyz 1 1
C -1.981 -1.978 2.022
C -1.957 -1.441 0.964
C -0.465 0.507 0.182
C 1.417 -0.784 -0.236
C -0.883 1.856 0.485
C 0.408 2.705 -0.006
C 1.536 1.652 0.363
C -3.118 -0.030 -0.673
C 3.518 -1.818 -0.642
C -1.902 -0.906 -0.316
N 0.802 0.420 0.122
O 0.851 -1.832 -0.200
O -1.308 -1.574 -1.342
O 2.660 -0.648 -0.667
H -1.679 -2.291 2.968
H -1.850 2.159 0.069
H -0.942 1.696 1.624
H 0.343 2.689 -1.068
H 0.457 3.748 0.478
H 2.418 1.783 -0.165
H 1.645 1.595 1.459
H -3.528 0.752 0.028
H -3.926 -0.698 -0.810
H -2.938 0.463 -1.632
H 3.577 -2.165 0.338
H 4.394 -1.304 -1.135
H 2.992 -2.489 -1.241
H -0.543 -2.065 -0.968
*
```


Entry 5:
An isolated ion of composition C10H14NS and charge +1 in a non-equilibrium geometry, computed with ωB97M-V with the def2-TZVPD basis set.

Results
LUMO level = -0.1215 hartree
M = 180.3 g/mol
Structure (SMILES) = CC1(C)Sc2ccccc2[C@@H]1[NH3+]
Frontier orbital gap = 8.61 eV
ΔE to the lowest compared entry with this formula, charge and spin = 46.5 kcal/mol
DFT total energy = -842.09507 Ha

ORCA input file:
```
! RIJCOSX wB97M-V def2-TZVPD def2/J DEFGRID3
* xyz 1 1
C 1.198 -0.931 1.456
C 1.453 -0.554 0.053
C 2.871 -0.806 -0.448
S 0.118 -1.850 -1.024
C -1.168 -0.702 -0.442
C -2.514 -1.013 -0.332
C -3.407 -0.140 0.293
C -2.931 1.023 0.873
C -1.564 1.410 0.674
C -0.743 0.572 -0.021
C 0.697 0.732 -0.249
N 0.943 1.224 -1.625
H 1.678 -1.859 1.914
H 0.205 -1.022 1.954
H 1.771 -0.180 1.916
H 2.924 -1.841 -0.613
H 3.649 -0.446 0.237
H 2.960 -0.455 -1.458
H -2.829 -1.926 -0.871
H -4.412 -0.403 0.294
H -3.393 1.601 1.620
H -1.287 2.184 1.280
H 1.055 1.543 0.438
H 0.806 2.207 -1.662
H 0.164 0.755 -2.242
H 1.756 0.876 -2.014
*
```


Entry 6:
C10H15AlClI2N2O2P as an isolated structure in a non-equilibrium geometry, computed with ωB97M-V with the def2-TZVPD basis set.

Results
LUMO level (spin up / spin down) = -0.3578 / -0.3567 hartree
M = 542.5 g/mol
Frontier orbital gap (spin up / spin down) = 5.77 / 5.80 eV
ΔE to the lowest compared entry with this formula, charge and spin = 32.6 kcal/mol
DFT total energy = -2288.87488 Ha

ORCA input file:
```
! RIJCOSX wB97M-V def2-TZVPD def2/J DEFGRID3
* xyz 2 1
I -0.546 2.231 -2.168
I -0.017 -0.851 -2.070
Al -0.026 -0.272 1.055
P -2.395 -0.056 0.060
C -3.433 0.051 -1.486
C -3.061 -1.616 0.729
H -2.867 1.142 2.090
H -4.345 0.761 1.097
H -3.235 2.117 0.589
C -3.310 1.138 1.085
H -2.594 -1.827 1.699
H -4.138 -1.441 0.858
H -4.492 -0.034 -1.170
H -3.185 -0.747 -2.209
H -2.874 -2.433 0.016
H -3.291 1.023 -2.000
C 0.963 1.337 -4.163
O 1.063 0.405 -4.867
Cl -0.532 -0.324 3.118
N 7.093 -0.871 1.440
C 6.402 -0.017 0.617
O 7.005 0.726 -0.141
C 4.907 -0.011 0.685
C 4.137 -0.853 1.484
C 2.743 -0.749 1.527
N 2.019 0.139 0.752
C 2.787 0.896 -0.101
C 4.174 0.849 -0.141
H 8.103 -0.888 1.325
H 6.676 -1.623 1.933
H 4.592 -1.588 2.142
H 2.142 -1.444 2.125
H 2.221 1.495 -0.824
H 4.713 1.476 -0.842
*
```


Entry 7:
C10H15AlClI2N2O2P as an isolated structure in a non-equilibrium geometry, computed with ωB97M-V with the def2-TZVPD basis set.

Results
LUMO level (spin up / spin down) = -0.4202 / -0.4218 hartree
M = 542.5 g/mol
Frontier orbital gap (spin up / spin down) = 3.67 / 3.62 eV
ΔE to the lowest compared entry with this formula, charge and spin = 97.8 kcal/mol
DFT total energy = -2288.77089 Ha

ORCA input file:
```
! RIJCOSX wB97M-V def2-TZVPD def2/J DEFGRID3
* xyz 2 1
I 3.949 2.262 -2.097
I 2.115 -2.386 -1.724
Al -0.333 -0.453 -0.669
P -0.712 0.060 -3.131
C 0.592 0.081 -4.395
C -1.809 -1.333 -3.514
H -2.510 1.609 -2.673
H -2.266 1.428 -4.436
H -1.143 2.419 -3.457
C -1.749 1.511 -3.449
H -2.567 -1.434 -2.731
H -2.324 -1.184 -4.488
H 0.127 0.045 -5.407
H 1.249 -0.788 -4.254
H -1.232 -2.266 -3.555
H 1.186 0.993 -4.304
C 0.760 1.160 -1.444
O 1.965 1.211 -1.300
Cl -2.342 0.052 -0.292
N 0.268 -0.827 6.319
C 0.747 0.210 5.513
O 1.259 1.199 6.024
C 0.629 0.003 4.072
C 0.006 -1.145 3.447
C -0.077 -1.239 2.062
N 0.480 -0.294 1.224
C 1.011 0.843 1.778
C 1.099 0.979 3.153
H 0.230 -0.708 7.318
H -0.333 -1.595 6.049
H -0.399 -1.993 4.015
H -0.705 -1.958 1.533
H 1.337 1.656 1.169
H 1.490 1.883 3.645
*
```


Entry 8:
C10H15AlOS7 as an isolated structure in a non-equilibrium geometry, computed with ωB97M-V with the def2-TZVPD basis set.

Results
LUMO level = -0.0045 hartree
M = 402.7 g/mol
Frontier orbital gap = 7.67 eV
ΔE to the lowest compared entry with this formula, charge and spin = 0.0 kcal/mol
DFT total energy = -3495.14873 Ha

ORCA input file:
```
! RIJCOSX wB97M-V def2-TZVPD def2/J DEFGRID3
* xyz 0 1
Al 0.390 -0.046 -0.400
C -3.898 0.781 -0.154
C -2.549 0.143 -0.186
S -1.288 1.392 -0.419
C -2.312 -1.163 0.028
C -3.379 -2.209 0.248
S -0.674 -1.910 0.140
H -4.049 1.419 -1.016
H -3.930 1.416 0.740
H -4.657 -0.014 -0.173
H -4.350 -1.789 0.232
H -3.162 -2.753 1.179
H -3.348 -2.906 -0.595
C -0.155 -1.895 -3.658
C -0.165 -0.462 -3.300
O 0.850 -0.100 -2.277
H -1.049 -2.152 -4.230
H -0.191 -2.558 -2.803
H 0.669 -2.211 -4.286
H -1.102 -0.199 -2.833
H -0.018 0.199 -4.131
H 1.736 -0.233 -2.635
C 4.107 3.213 1.486
S 4.890 1.680 2.058
C 3.482 0.896 2.704
C 2.516 0.267 2.037
S 2.539 0.149 0.302
S 1.173 -0.348 2.996
C 1.761 0.109 4.536
S 0.929 -0.239 5.920
S 3.311 0.909 4.458
H 4.934 3.863 1.151
H 3.536 3.692 2.261
H 3.454 3.059 0.617
*
```